No. 1
{"formula": "C2H3IN2", "method": "ωB97M-V/def2-TZVPD", "relative_energy_kcal_mol": 98.1, "orbital_gap_ev": 7.69, "e_tot_ev": -13197.5605, "charge": 0, "max_force_ev_per_a": 2.130, "lumo_ev": -0.50, "symbols": ["C", "C", "N", "N", "I", "H", "H", "H"], "xyz": [[0.94, -0.88, 0.27], [-2.22, 1.16, -0.45], [0.09, -0.07, 0.70], [-0.68, 0.64, 1.13], [-3.76, -0.15, 0.02], [1.92, -0.53, 0.00], [0.68, -1.91, 0.14], [-2.47, 2.10, 0.07]], "lowdin_charge": [-0.0044, -0.5955, -0.1731, 0.1523, 0.5969, 0.0731, 0.0750, -0.1244]}

=====

No. 2
{"formula": "C2H3IN2", "method": "ωB97M-V/def2-TZVPD", "relative_energy_kcal_mol": 75.0, "orbital_gap_ev": [7.73, 7.73], "e_tot_ev": -13198.5647, "charge": 0, "max_force_ev_per_a": 3.813, "lumo_ev": [-0.73, -0.73], "symbols": ["C", "C", "N", "N", "I", "H", "H", "H"], "xyz": [[1.45, -1.45, 1.18], [-0.33, -0.32, -1.20], [1.45, -2.44, 0.49], [1.18, -0.33, 1.55], [0.08, -2.30, -1.16], [-0.98, 0.18, -0.53], [0.28, 0.00, -1.94], [1.32, 0.17, 2.37]], "lowdin_charge": [-0.5815, -0.4851, -0.3268, 0.1598, 1.3560, -0.0418, -0.1217, 0.0412]}

=====

No. 3
{"formula": "C2H3IN2", "method": "ωB97M-V/def2-TZVPD", "relative_energy_kcal_mol": 78.6, "orbital_gap_ev": [7.39, 7.37], "e_tot_ev": -13198.4065, "charge": 0, "max_force_ev_per_a": 4.372, "lumo_ev": [-1.08, -0.83], "symbols": ["C", "C", "N", "N", "I", "H", "H", "H"], "xyz": [[2.08, -1.03, -0.05], [-0.46, 0.19, -0.94], [2.33, -1.30, -1.22], [1.61, -0.27, 0.78], [0.44, -0.92, -2.41], [-0.89, -0.47, -0.15], [-1.00, 1.09, -1.16], [1.46, -0.40, 1.83]], "lowdin_charge": [-0.5916, -0.5085, -0.2565, 0.1005, 1.2259, -0.0297, -0.0483, 0.1083]}

=====

No. 4
{"formula": "C2H3IN2", "method": "ωB97M-V/def2-TZVPD", "relative_energy_kcal_mol": 7.5, "orbital_gap_ev": [8.89, 7.09], "s2": 2.021, "spin_multiplicity": 3, "e_tot_ev": -13198.9122, "charge": 0, "max_force_ev_per_a": 2.314, "lumo_ev": [0.58, -2.15], "symbols": ["C", "C", "N", "N", "I", "H", "H", "H"], "xyz": [[0.08, 0.59, -0.07], [1.16, -0.36, 0.15], [-0.56, 1.48, -0.75], [-1.18, 0.75, 0.31], [-3.52, -0.55, -0.01], [0.88, -1.07, -0.57], [1.03, -0.89, 1.04], [2.10, 0.05, -0.10]], "lowdin_spin": [0.0329, -0.0128, 0.4510, 0.6609, 0.8735, -0.0041, 0.0000, -0.0014]}

=====

No. 5
{"formula": "C2H3IN2O", "method": "ωB97M-V/def2-TZVPD", "relative_energy_kcal_mol": 101.3, "orbital_gap_ev": 10.68, "smiles": "N#[N+][O-].C#C.I", "e_tot_ev": -15246.2440, "charge": 0, "max_force_ev_per_a": 3.103, "lumo_ev": 0.67, "symbols": ["N", "N", "O", "C", "C", "H", "H", "I", "H"], "xyz": [[-0.28, -1.49, 0.39], [0.67, -1.58, -0.14], [1.73, -1.82, -0.59], [-2.14, 0.80, 0.20], [-2.45, -0.23, -0.26], [-1.82, 1.70, 0.74], [-2.99, -1.14, -0.51], [5.07, 0.07, 0.04], [5.56, 0.79, -1.30]], "lowdin_charge": [0.2400, -0.2759, 0.0545, -0.0347, -0.0800, 0.0348, 0.0350, 0.3836, -0.3573]}

=====

No. 6
{"formula": "C2H3INO3", "method": "ωB97M-V/def2-TZVPD", "relative_energy_kcal_mol": 41.8, "orbital_gap_ev": 4.79, "e_tot_ev": -17841.6424, "charge": 1, "max_force_ev_per_a": 5.962, "lumo_ev": -7.33, "symbols": ["C", "C", "N", "O", "O", "O", "I", "H", "H", "H"], "xyz": [[1.01, 0.06, 0.39], [1.52, -1.20, 0.03], [-2.42, 2.71, -0.20], [0.22, 0.83, 0.73], [2.84, -1.16, -0.42], [-1.49, 3.40, -0.11], [3.65, 0.66, 0.01], [0.87, -1.81, -0.77], [1.42, -2.07, 0.92], [-2.89, 2.60, 0.77]], "lowdin_charge": [-0.1612, -0.3159, -0.0103, 0.3109, -0.6084, -0.0581, 1.2944, 0.2208, 0.2464, 0.0815]}

=====

No. 7
{"formula": "C2H3IO", "method": "ωB97M-V/def2-TZVPD", "relative_energy_kcal_mol": 141.0, "orbital_gap_ev": [7.81, 7.81], "e_tot_ev": -12264.2825, "charge": 0, "max_force_ev_per_a": 2.658, "lumo_ev": [-1.09, -1.08], "symbols": ["C", "C", "O", "I", "H", "H", "H"], "xyz": [[1.11, -0.52, 0.38], [0.90, 0.54, -0.25], [3.15, 1.25, -0.96], [3.95, -0.04, 0.06], [0.50, -1.21, 1.01], [2.31, -0.90, 0.44], [1.34, 1.27, -0.91]], "lowdin_charge": [-0.1955, 0.0525, -0.9830, 1.1514, 0.0975, -0.1493, 0.0264]}

=====

No. 8
{"formula": "C2H3LiLuO2", "method": "ωB97M-V/def2-TZVPD", "relative_energy_kcal_mol": 0.0, "orbital_gap_ev": [5.80, 5.81], "e_tot_ev": -40007.0564, "charge": 3, "max_force_ev_per_a": 4.265, "lumo_ev": [-16.86, -16.86], "symbols": ["O", "C", "C", "O", "Lu", "H", "H", "Li", "H"], "xyz": [[0.62, -2.33, -0.19], [0.27, -1.23, -0.46], [-0.39, -0.20, 0.44], [0.01, 1.10, 0.13], [0.17, 2.05, -1.78], [-0.16, -0.49, 1.48], [-1.48, -0.32, 0.28], [0.46, 2.02, 1.67], [0.49, -0.60, -1.58]], "lowdin_charge": [0.2931, -0.1774, -0.2480, -0.5668, 2.3588, 0.1690, 0.1708, 0.8791, 0.1215]}

=====

What did the fifth record say?
{"formula": "C2H3IN2O", "method": "ωB97M-V/def2-TZVPD", "relative_energy_kcal_mol": 101.3, "orbital_gap_ev": 10.68, "smiles": "N#[N+][O-].C#C.I", "e_tot_ev": -15246.2440, "charge": 0, "max_force_ev_per_a": 3.103, "lumo_ev": 0.67, "symbols": ["N", "N", "O", "C", "C", "H", "H", "I", "H"], "xyz": [[-0.28, -1.49, 0.39], [0.67, -1.58, -0.14], [1.73, -1.82, -0.59], [-2.14, 0.80, 0.20], [-2.45, -0.23, -0.26], [-1.82, 1.70, 0.74], [-2.99, -1.14, -0.51], [5.07, 0.07, 0.04], [5.56, 0.79, -1.30]], "lowdin_charge": [0.2400, -0.2759, 0.0545, -0.0347, -0.0800, 0.0348, 0.0350, 0.3836, -0.3573]}

=====

> Number 8 is which compound?

C2H3LiLuO2

=====

Please write out number 4 again, unchanged.
{"formula": "C2H3IN2", "method": "ωB97M-V/def2-TZVPD", "relative_energy_kcal_mol": 7.5, "orbital_gap_ev": [8.89, 7.09], "s2": 2.021, "spin_multiplicity": 3, "e_tot_ev": -13198.9122, "charge": 0, "max_force_ev_per_a": 2.314, "lumo_ev": [0.58, -2.15], "symbols": ["C", "C", "N", "N", "I", "H", "H", "H"], "xyz": [[0.08, 0.59, -0.07], [1.16, -0.36, 0.15], [-0.56, 1.48, -0.75], [-1.18, 0.75, 0.31], [-3.52, -0.55, -0.01], [0.88, -1.07, -0.57], [1.03, -0.89, 1.04], [2.10, 0.05, -0.10]], "lowdin_spin": [0.0329, -0.0128, 0.4510, 0.6609, 0.8735, -0.0041, 0.0000, -0.0014]}